Density functional theory data (wB97M-V/def2-TZVPD) for 8 unconnected molecules or ions with the total composition C53H70I2N10O3P at a distorted geometry.

Cartesian coordinates (Å):
C 4.277 3.682 -4.703
O 3.370 4.005 -3.635
C 3.187 5.441 -3.544
C 1.778 5.690 -2.839
C 0.623 5.937 -3.912
C -0.785 5.376 -3.449
C -1.605 4.710 -4.629
C -0.800 3.566 -5.384
C -0.031 2.709 -4.298
C 0.487 1.312 -4.860
C 1.399 0.613 -3.734
C 0.896 -0.871 -3.435
C 2.151 -1.760 -2.967
C 2.572 -1.190 -1.585
N 1.648 -1.218 -0.487
C 2.333 -0.598 0.538
C 1.478 -0.451 1.880
C 0.535 0.837 1.619
C 1.375 2.022 0.944
I -0.497 1.569 3.387
N 3.610 -0.185 0.240
I 4.942 0.796 1.451
C 3.792 -0.563 -1.148
P 5.337 -0.220 -2.149
N 5.477 1.358 -2.194
O 5.267 -0.886 -3.692
O 6.670 -0.841 -1.337
H 3.988 4.168 -5.678
H 4.236 2.556 -4.810
H 5.337 3.942 -4.400
H 3.959 5.848 -2.828
H 3.230 5.945 -4.550
H 1.824 6.611 -2.185
H 1.598 4.787 -2.196
H 0.999 5.481 -4.875
H 0.549 7.043 -4.099
H -0.648 4.714 -2.555
H -1.395 6.268 -3.110
H -2.536 4.239 -4.182
H -1.972 5.496 -5.345
H -0.040 3.956 -6.114
H -1.485 2.884 -5.976
H 0.862 3.228 -3.853
H -0.753 2.503 -3.444
H 1.117 1.488 -5.774
H -0.378 0.635 -5.106
H 1.328 1.283 -2.827
H 2.490 0.644 -4.043
H 0.361 -1.307 -4.315
H 0.243 -0.786 -2.515
H 1.880 -2.857 -2.936
H 2.927 -1.653 -3.766
H 0.702 -1.611 -0.492
H 0.815 -1.354 2.034
H 2.141 -0.331 2.781
H -0.214 0.510 0.836
H 0.757 2.954 1.118
H 2.333 2.188 1.507
H 1.517 1.872 -0.161
H 5.480 1.672 -3.171
H 4.642 -0.287 -4.154
H 7.299 -0.112 -1.156
N -6.029 -1.409 2.030
C -5.538 -0.443 1.245
C -4.499 0.398 1.614
C -3.938 0.234 2.871
C -4.430 -0.759 3.704
C -5.469 -1.549 3.238
H -6.012 -0.352 0.273
H -4.140 1.162 0.935
H -3.124 0.872 3.198
H -4.016 -0.916 4.693
H -5.886 -2.341 3.851
N 6.520 -4.285 1.598
C 6.789 -3.588 0.487
C 7.894 -3.819 -0.317
C 8.773 -4.826 0.049
C 8.516 -5.560 1.195
C 7.382 -5.253 1.930
H 6.083 -2.810 0.244
H 8.062 -3.225 -1.206
H 9.649 -5.037 -0.554
H 9.180 -6.354 1.513
H 7.137 -5.801 2.833
N -2.141 -1.557 -1.918
C -2.217 -2.881 -1.718
C -3.077 -3.718 -2.409
C -3.913 -3.157 -3.362
C -3.856 -1.789 -3.586
C -2.958 -1.040 -2.844
H -1.545 -3.275 -0.961
H -3.092 -4.781 -2.208
H -4.600 -3.777 -3.923
H -4.494 -1.316 -4.321
H -2.875 0.033 -2.987
N -4.394 -4.759 -6.006
C -3.749 -3.830 -6.723
C -2.904 -4.122 -7.781
C -2.708 -5.452 -8.117
C -3.362 -6.433 -7.389
C -4.190 -6.036 -6.351
H -3.931 -2.804 -6.422
H -2.411 -3.328 -8.328
H -2.054 -5.722 -8.937
H -3.234 -7.482 -7.621
H -4.726 -6.767 -5.754
N -3.082 -0.394 6.914
C -3.850 -0.863 7.904
C -3.959 -0.260 9.147
C -3.228 0.893 9.382
C -2.423 1.398 8.372
C -2.388 0.721 7.164
H -4.400 -1.769 7.673
H -4.598 -0.683 9.911
H -3.285 1.393 10.342
H -1.838 2.297 8.519
H -1.777 1.080 6.341
N 3.300 -0.870 5.196
C 2.541 -0.331 6.140
C 2.977 -0.009 7.413
C 4.304 -0.270 7.727
C 5.127 -0.833 6.758
C 4.575 -1.110 5.517
H 1.518 -0.159 5.833
H 2.303 0.433 8.135
H 4.693 -0.035 8.711
H 6.167 -1.051 6.962
H 5.174 -1.548 4.724
N -7.921 2.004 7.437
C -8.742 1.647 6.442
C -8.312 1.331 5.163
C -6.954 1.391 4.896
C -6.083 1.760 5.908
C -6.614 2.053 7.154
H -9.795 1.618 6.700
H -9.022 1.045 4.397
H -6.578 1.152 3.907
H -5.016 1.819 5.735
H -5.972 2.344 7.980

Summary:
Orbital gap (eV): 6.62
Spin multiplicity: 1
E_HOMO (eV): -10.689
Net charge: +1
LUMO level (eV): -4.074
F_max (eV Å⁻¹): 5.13